1.
Below is a molecular structure, C7H11N3 in a non-equilibrium geometry, with properties calculated with the ωB97M-V functional and the def2-TZVPD basis.

Geometry (Å):
N 0.9872 0.6391 -1.8388
N -1.1590 0.3497 0.9029
N -0.2340 -1.3155 -1.9374
C -0.3291 -1.8760 1.4499
C -1.2621 0.7861 -0.2984
C -2.1020 1.4387 -1.1070
C 1.5713 1.3051 1.4428
C 1.2756 0.0427 1.1027
C 0.0451 -0.2247 -1.3577
C -0.0678 -0.4908 0.9577
H -0.9899 -1.8311 -1.4974
H 1.3748 1.3129 -1.1983
H 2.0710 -0.6884 1.0046
H 0.5691 -2.4903 1.4673
H 2.5988 1.6191 1.5681
H -1.0805 -2.3643 0.8245
H 0.7989 2.0511 1.5744
H 1.5903 0.2826 -2.5684
H -3.1695 1.3320 -0.9558
H -1.7454 1.9339 -1.9967
H -0.7429 -1.8118 2.4610

- Highest occupied orbital energy (alpha / beta): -7.79 / -7.32 eV
- DFT total energy: -11902.47284 eV
- HOMO-LUMO gap (alpha / beta): 7.102 / 6.187 eV
- Charge: 0

Computed Mulliken charges, given in elementary charges:
1. N -0.44
2. N -0.69
3. N -0.87
4. C -1.28
5. C 0.67
6. C -0.90
7. C -0.81
8. C -0.65
9. C 0.41
10. C 1.33
11. H 0.25
12. H 0.24
13. H 0.26
14. H 0.37
15. H 0.31
16. H 0.27
17. H 0.32
18. H 0.24
19. H 0.26
20. H 0.32
21. H 0.37


2.
Below is C7H11N3S in the gas phase in a non-equilibrium geometry, with properties calculated with the ωB97M-V functional and the def2-TZVPD basis.

Geometry (Å):
S 0.6481 1.0225 -2.2357
N 1.6091 -0.2448 1.3428
N 2.7541 0.8880 -0.8254
N -0.3822 -0.5235 -0.0952
C -2.3909 -1.7962 -0.0090
C 0.8743 -0.1548 0.2291
C 2.9481 1.8628 -1.7709
C 1.8647 2.1125 -2.5867
C -2.0448 -0.0739 1.6096
C 1.5118 0.4856 -0.8765
C -1.3464 -1.1420 0.8456
H 3.7944 2.3542 -1.8636
H -0.8932 -1.8298 1.5881
H -1.9260 -2.2626 -0.8994
H -2.9953 -2.6530 0.6689
H -3.1273 -1.1308 -0.4176
H 2.5135 0.2272 1.2389
H -2.2401 0.6480 0.8259
H 1.5228 -0.8318 2.1377
H -2.9850 -0.3089 1.9594
H -1.4539 0.3481 2.3860
H 1.7443 3.0029 -3.2521

- Highest occupied orbital energy (alpha / beta): -5.31 / -8.41 eV
- DFT total energy: -22738.49780 eV
- HOMO-LUMO gap (alpha / beta): 6.190 / 5.914 eV
- <S²>: 2.011
- Charge: 0
- Multiplicity: 3

Computed Mulliken charges, given in elementary charges:
1. S -0.13
2. N -0.33
3. N -0.71
4. N -0.36
5. C -1.24
6. C -0.09
7. C -0.56
8. C -0.18
9. C -1.57
10. C 0.80
11. C 0.53
12. H 0.53
13. H 0.32
14. H 0.38
15. H 0.27
16. H 0.32
17. H 0.27
18. H 0.39
19. H 0.18
20. H 0.45
21. H 0.37
22. H 0.34


3.
Below is a gas-phase ion, C7H11N4 (charge +1) in a non-equilibrium geometry, with properties calculated with the ωB97M-V functional and the def2-TZVPD basis.

Geometry (Å):
N 1.5934 -0.2462 0.3105
N 0.8837 -1.4417 0.3969
N -0.9406 -0.8468 -0.9680
N 1.1769 2.0753 -0.1564
C -2.1419 -1.2668 -0.6144
C 3.0478 -0.2411 0.0244
C -0.6038 0.5029 -0.6132
C -2.6085 0.7499 0.5485
C -1.4223 1.3184 0.1589
C -3.0460 -0.5326 0.1570
C 0.9270 0.8634 -0.0041
H 3.6451 -0.8063 0.6281
H -3.2064 1.2251 1.3220
H 0.5079 -1.6767 1.2469
H 3.3985 0.8158 0.0425
H 1.4779 -2.2633 0.0521
H -2.4563 -2.1568 -1.0130
H -0.3593 1.0319 -1.5787
H -4.0858 -0.8518 0.4505
H 3.2788 -0.8689 -0.9596
H 2.0274 2.4067 0.0762
H -1.0934 2.2098 0.4929

- Highest occupied orbital energy (alpha / beta): -12.68 / -12.68 eV
- DFT total energy: -13386.04867 eV
- HOMO-LUMO gap (alpha / beta): 6.728 / 6.727 eV
- Charge: +1

Computed Mulliken charges, given in elementary charges:
1. N 0.20
2. N -0.59
3. N -0.33
4. N -0.61
5. C -0.44
6. C -0.83
7. C 0.67
8. C -0.46
9. C -0.44
10. C -0.16
11. C 0.30
12. H 0.37
13. H 0.37
14. H 0.20
15. H 0.24
16. H 0.27
17. H 0.52
18. H 0.28
19. H 0.38
20. H 0.29
21. H 0.19
22. H 0.59


4.
Below is a gas-phase ion, C7H11N4 (charge +1) in a non-equilibrium geometry, with properties calculated with the ωB97M-V functional and the def2-TZVPD basis.

Geometry (Å):
N -1.9228 -1.1768 1.3890
N 2.4773 -1.3598 0.7694
N 0.0269 0.5444 -1.1368
N -1.3955 -2.0861 2.1840
C 0.2775 -0.8387 1.3156
C 1.3416 0.6144 -0.4051
C -1.1548 0.6227 -0.2466
C -0.9685 -0.4235 0.8181
C -0.2351 1.6398 -2.0959
C 1.4841 -0.6274 0.6321
C -0.1197 -1.8325 2.1837
H -1.2289 1.8914 -1.9148
H -2.0758 0.3351 -0.7973
H 3.3964 -1.1611 0.3373
H 1.4309 1.5278 0.2270
H -1.2949 1.5688 0.2762
H 2.1150 0.6614 -1.0815
H -2.9303 -1.0725 1.0226
H 0.3317 -2.5574 2.9775
H 0.3480 2.5523 -1.7770
H 0.1445 -0.3478 -1.4760
H -0.0476 1.5256 -3.2017

- Highest occupied orbital energy: -13.11 eV
- SMILES string: [H]/N=C1\C[N@H+](C)Cc2[nH]ncc21
- DFT total energy: -13388.41423 eV
- HOMO-LUMO gap: 9.999 eV
- Charge: +1

Computed Mulliken charges, given in elementary charges:
1. N 0.22
2. N -0.64
3. N 0.09
4. N -0.76
5. C 0.73
6. C -0.81
7. C -0.69
8. C -0.30
9. C -0.82
10. C 0.27
11. C -0.52
12. H 0.40
13. H 0.55
14. H 0.26
15. H 0.37
16. H 0.39
17. H 0.57
18. H 0.29
19. H 0.42
20. H 0.33
21. H 0.32
22. H 0.33